Record 1
{
  "formula": "C49H116N7O14V",
  "method": "ωB97M-V with the def2-TZVPD basis set",
  "species": ["O", "V", "O", "C", "C", "C", "O", "H", "H", "H", "H", "H", "H", "H", "C", "C", "C", "O", "C", "N", "H", "H", "H", "H", "H", "H", "H", "H", "H", "H", "H", "C", "O", "C", "C", "N", "C", "C", "O", "C", "H", "H", "H", "H", "H", "H", "H", "H", "H", "H", "H", "H", "H", "H", "H", "C", "O", "C", "C", "N", "C", "C", "O", "C", "H", "H", "H", "H", "H", "H", "H", "H", "H", "H", "H", "H", "H", "H", "H", "C", "O", "C", "C", "N", "C", "C", "O", "C", "H", "H", "H", "H", "H", "H", "H", "H", "H", "H", "H", "H", "H", "H", "H", "C", "O", "C", "C", "N", "C", "C", "O", "C", "H", "H", "H", "H", "H", "H", "H", "H", "H", "H", "H", "H", "H", "H", "H", "C", "C", "C", "C", "C", "C", "N", "O", "C", "C", "C", "H", "H", "H", "H", "H", "H", "H", "H", "H", "H", "H", "H", "H", "H", "H", "H", "H", "H", "H", "C", "C", "C", "C", "C", "C", "N", "O", "C", "C", "C", "H", "H", "H", "H", "H", "H", "H", "H", "H", "H", "H", "H", "H", "H", "H", "H", "H", "H", "H"],
  "positions_angstrom": [[-3.686, 5.664, 0.135], [-2.299, 6.025, -0.635], [-2.417, 5.800, -2.201], [-1.696, 1.698, 0.722], [-0.198, 2.164, 0.653], [0.510, 1.597, -0.546], [-0.092, 3.528, 0.699], [-2.452, 2.219, 0.134], [-2.119, 1.977, 1.687], [-1.861, 0.650, 0.474], [0.294, 1.710, 1.514], [0.474, 0.510, -0.606], [1.572, 1.688, -0.315], [0.318, 1.982, -1.548], [4.928, 8.079, -3.498], [4.212, 6.842, -2.940], [5.112, 5.616, -2.874], [5.197, 4.922, -4.135], [6.306, 4.212, -4.410], [3.696, 7.160, -1.605], [5.211, 8.025, -4.549], [5.861, 8.348, -3.003], [4.235, 8.913, -3.395], [3.335, 6.461, -3.463], [4.609, 4.917, -2.205], [6.066, 5.961, -2.476], [7.201, 4.833, -4.457], [6.263, 3.879, -5.447], [6.437, 3.322, -3.795], [2.922, 7.803, -1.694], [3.323, 6.279, -1.280], [-9.244, 0.663, -8.200], [-8.313, 0.820, -7.160], [-7.619, 2.072, -7.143], [-6.901, 2.091, -5.786], [-5.814, 1.181, -5.860], [-5.193, 1.054, -4.536], [-4.142, -0.126, -4.611], [-4.794, -1.390, -4.798], [-3.933, -2.374, -5.328], [-9.604, -0.365, -8.201], [-8.868, 1.050, -9.147], [-10.147, 1.263, -8.085], [-8.261, 2.937, -7.310], [-6.913, 2.120, -7.972], [-7.540, 1.748, -4.972], [-6.574, 3.101, -5.542], [-6.106, 0.278, -6.208], [-5.876, 0.901, -3.700], [-4.579, 1.934, -4.345], [-3.531, -0.083, -3.709], [-3.388, 0.113, -5.361], [-4.492, -3.308, -5.371], [-2.979, -2.561, -4.836], [-3.699, -2.050, -6.343], [1.029, -3.758, -1.185], [1.335, -3.984, -2.600], [2.317, -4.905, -2.879], [2.530, -4.915, -4.378], [2.784, -3.573, -4.855], [2.587, -3.537, -6.334], [2.868, -2.194, -6.960], [1.879, -1.185, -6.681], [2.015, -0.502, -5.436], [1.881, -3.428, -0.591], [0.653, -4.720, -0.836], [0.214, -3.042, -1.286], [1.973, -5.854, -2.466], [3.207, -4.620, -2.318], [1.666, -5.407, -4.823], [3.384, -5.546, -4.625], [2.073, -3.068, -4.346], [1.601, -3.903, -6.619], [3.090, -4.318, -6.905], [2.830, -2.319, -8.042], [3.893, -1.852, -6.814], [1.180, 0.189, -5.318], [2.941, 0.048, -5.266], [2.005, -1.255, -4.648], [-1.648, 6.026, 6.597], [-0.316, 6.185, 6.229], [-0.258, 6.730, 4.913], [1.220, 6.662, 4.387], [1.880, 5.305, 4.551], [3.283, 5.371, 4.080], [3.655, 3.933, 3.737], [3.220, 3.023, 4.739], [3.557, 1.690, 4.459], [-1.956, 4.981, 6.612], [-2.385, 6.616, 6.052], [-1.770, 6.516, 7.563], [-0.727, 7.714, 4.900], [-0.887, 6.111, 4.273], [1.887, 7.398, 4.837], [1.083, 6.781, 3.313], [1.416, 4.872, 3.766], [4.008, 5.772, 4.788], [3.358, 5.980, 3.180], [4.744, 3.969, 3.692], [3.287, 3.554, 2.784], [4.641, 1.622, 4.548], [3.384, 1.270, 3.468], [3.078, 0.883, 5.014], [-3.099, -4.567, 2.626], [-2.345, -5.562, 3.307], [-2.606, -6.864, 2.779], [-1.685, -7.871, 3.585], [-0.329, -7.492, 3.404], [0.679, -8.186, 4.211], [2.138, -7.808, 3.843], [2.440, -6.389, 4.151], [3.751, -5.996, 3.705], [-4.165, -4.672, 2.828], [-2.982, -4.712, 1.552], [-2.647, -3.633, 2.958], [-2.282, -6.867, 1.739], [-3.640, -7.175, 2.934], [-1.825, -8.799, 3.031], [-1.995, -7.986, 4.623], [-0.334, -6.486, 3.488], [0.585, -9.263, 4.076], [0.451, -8.026, 5.265], [2.318, -8.060, 2.798], [2.836, -8.343, 4.487], [4.453, -6.497, 4.371], [3.926, -4.921, 3.750], [3.995, -6.376, 2.713], [6.580, -1.936, -1.690], [7.945, -2.619, -1.810], [8.289, -3.038, -0.386], [9.497, -3.940, -0.367], [9.187, -5.227, -1.164], [8.668, -5.077, -2.609], [7.782, -3.897, -2.601], [7.305, -3.555, -3.896], [9.836, -4.848, -3.654], [7.899, -6.363, -2.924], [9.029, -1.716, -2.333], [6.259, -1.266, -2.487], [6.416, -1.397, -0.757], [5.743, -2.626, -1.584], [8.715, -2.249, 0.234], [7.363, -3.451, 0.015], [9.615, -4.180, 0.690], [10.484, -3.589, -0.669], [8.519, -5.894, -0.619], [10.147, -5.735, -1.252], [10.505, -4.023, -3.409], [10.327, -5.811, -3.798], [9.451, -4.600, -4.643], [8.450, -7.265, -2.658], [6.953, -6.487, -2.396], [7.674, -6.274, -3.986], [10.053, -1.902, -2.010], [8.801, -0.713, -1.972], [8.922, -1.562, -3.407], [6.381, -3.430, -3.666], [-7.127, 3.526, 4.602], [-7.821, 2.212, 4.984], [-7.255, 1.655, 6.387], [-7.832, 2.516, 7.533], [-9.345, 2.758, 7.505], [-9.978, 3.177, 6.173], [-9.279, 2.369, 5.113], [-9.884, 2.490, 3.882], [-11.507, 2.983, 6.328], [-9.745, 4.740, 6.015], [-7.481, 1.034, 3.987], [-6.132, 3.274, 4.235], [-6.962, 4.137, 5.490], [-7.598, 4.079, 3.789], [-7.540, 0.622, 6.581], [-6.167, 1.705, 6.441], [-7.297, 3.465, 7.558], [-7.390, 2.038, 8.407], [-9.613, 3.552, 8.202], [-9.693, 1.788, 7.861], [-11.981, 3.235, 7.276], [-12.135, 3.517, 5.615], [-11.718, 1.940, 6.096], [-10.220, 5.114, 5.108], [-10.058, 5.425, 6.802], [-8.688, 4.984, 5.902], [-6.413, 0.834, 3.896], [-7.930, 1.180, 3.005], [-7.900, 0.117, 4.401], [-10.174, 1.590, 3.719]],
  "mulliken_charge": [-0.602, 1.646, -0.602, -1.364, 0.925, -1.272, -0.657, 0.293, 0.368, 0.296, 0.056, 0.282, 0.329, 0.302, -1.292, 0.565, -0.727, -0.319, -0.791, -0.735, 0.335, 0.325, 0.327, 0.281, 0.316, 0.323, 0.343, 0.272, 0.288, 0.241, 0.250, -0.770, -0.289, -0.690, -0.569, -0.342, -0.686, -0.707, -0.332, -0.727, 0.246, 0.311, 0.289, 0.496, 0.343, 0.348, 0.363, 0.301, 0.381, 0.313, 0.509, 0.361, 0.248, 0.266, 0.339, -0.736, -0.311, -0.473, -0.874, -0.086, -0.718, -0.606, -0.357, -0.354, 0.259, 0.319, 0.227, 0.446, 0.231, 0.354, 0.391, 0.169, 0.393, 0.519, 0.348, 0.299, 0.238, 0.271, 0.057, -0.807, -0.326, -0.535, -0.764, -0.255, -0.592, -0.619, -0.270, -0.822, 0.264, 0.355, 0.291, 0.420, 0.328, 0.422, 0.360, 0.181, 0.386, 0.301, 0.396, 0.361, 0.334, 0.289, 0.306, -0.691, -0.321, -0.576, -0.731, -0.264, -0.758, -0.577, -0.312, -0.697, 0.271, 0.304, 0.232, 0.350, 0.400, 0.349, 0.382, 0.258, 0.385, 0.406, 0.356, 0.408, 0.299, 0.244, 0.284, -2.188, 1.972, -1.123, -0.745, -1.225, 1.449, 0.399, -0.480, -1.623, -1.947, -2.023, 0.435, 0.436, 0.458, 0.324, 0.459, 0.354, 0.364, 0.462, 0.382, 0.335, 0.460, 0.364, 0.377, 0.420, 0.423, 0.260, 0.524, 0.367, 0.313, -1.836, 1.441, -1.058, -0.823, -0.977, 1.361, 0.258, -0.477, -1.823, -1.562, -1.836, 0.437, 0.402, 0.296, 0.424, 0.408, 0.320, 0.387, 0.484, 0.349, 0.349, 0.361, 0.437, 0.345, 0.408, 0.327, 0.395, 0.419, 0.434, 0.346],
  "largest_force_ev_per_a": 3.5,
  "e_homo_ha": -0.2914,
  "total_energy_ha": -4316.496336
}

Record 2
{
  "formula": "C23H28N4O2Tc",
  "method": "ωB97M-V with the def2-TZVPD basis set",
  "species": ["N", "C", "C", "H", "H", "H", "N", "C", "C", "H", "H", "H", "N", "C", "C", "H", "H", "H", "Tc", "C", "O", "C", "O", "C", "C", "C", "C", "C", "C", "H", "H", "H", "H", "H", "H", "C", "N", "C", "C", "C", "C", "C", "C", "C", "C", "H", "H", "H", "H", "H", "H", "H", "H", "H", "H", "H", "H", "H"],
  "positions_angstrom": [[-1.029, -2.306, 2.250], [-1.051, -3.429, 2.550], [-1.125, -4.837, 2.930], [-1.552, -5.429, 2.108], [-1.760, -4.960, 3.819], [-0.120, -5.219, 3.157], [3.592, 1.776, 3.430], [4.630, 1.620, 3.941], [5.920, 1.445, 4.602], [5.846, 1.742, 5.658], [6.684, 2.067, 4.114], [6.233, 0.394, 4.550], [2.027, 0.734, -2.589], [2.632, 0.172, -3.410], [3.370, -0.529, -4.451], [4.390, -0.749, -4.107], [3.429, 0.083, -5.362], [2.863, -1.476, -4.689], [0.178, 0.768, 0.886], [2.011, 1.262, 0.540], [3.119, 1.578, 0.354], [0.880, -0.069, 2.468], [1.328, -0.560, 3.422], [-1.152, 1.950, 2.391], [-1.732, 1.805, 1.123], [-1.055, 2.345, 0.005], [0.048, 3.183, 0.222], [0.528, 3.411, 1.506], [-0.053, 2.783, 2.588], [-1.603, 1.430, 3.231], [-2.661, 1.256, 1.030], [-1.374, 2.127, -1.013], [0.562, 3.596, -0.640], [1.400, 4.041, 1.648], [0.355, 2.891, 3.591], [-3.857, -0.010, -3.243], [-3.146, 0.517, -2.036], [-4.036, 1.572, -1.440], [-2.755, -0.606, -1.041], [-1.371, -1.161, -1.312], [-1.143, -2.119, -2.323], [0.088, -2.772, -2.384], [1.120, -2.468, -1.505], [0.922, -1.466, -0.569], [-0.268, -0.764, -0.536], [-4.769, -0.507, -2.885], [-3.202, -0.698, -3.785], [-4.094, 0.857, -3.877], [-2.262, 0.955, -2.354], [-4.904, 1.058, -1.010], [-3.497, 2.126, -0.669], [-4.333, 2.264, -2.242], [-2.789, -0.157, -0.028], [-3.572, -1.357, -1.074], [-1.924, -2.342, -3.060], [0.263, -3.572, -3.099], [2.065, -2.999, -1.534], [1.707, -1.248, 0.152]],
  "mulliken_charge": [-0.439, 0.430, -0.889, 0.303, 0.334, 0.309, -0.451, 0.396, -0.809, 0.305, 0.302, 0.292, -0.408, 0.400, -0.854, 0.319, 0.339, 0.275, -0.469, 0.472, -0.097, 0.388, -0.086, -1.236, 0.078, -0.045, -0.526, -0.630, 0.037, 0.613, 0.639, 0.457, 0.487, 0.475, 0.492, -0.812, -0.017, -0.768, -0.865, 1.396, -0.494, -1.015, -0.951, -0.351, 1.366, 0.444, 0.302, 0.399, 0.431, 0.412, 0.362, 0.339, -0.030, 0.638, 0.459, 0.527, 0.594, 0.430],
  "largest_force_ev_per_a": 7.7,
  "multiplicity": 4,
  "s2": 3.789,
  "total_charge": 4,
  "e_homo_ha": [-0.7505, -0.7505],
  "total_energy_ha": -1341.774298
}